No. 1
C43H35Br2IN6OS2SbSn as an isolated structure. Source: the OMol25 dataset; level of theory: wB97M-V/def2-TZVPD.

Element x y z (Å)
Sn (1.4257, -1.5146, 3.1629)
Br (-11.5921, 0.8545, 0.3394)
C (-9.7216, 0.8596, 0.5963)
C (-8.9865, 1.9745, 0.2313)
C (-7.6143, 1.9658, 0.4262)
C (-6.9899, 0.8551, 0.9763)
C (-7.7412, -0.2593, 1.3436)
C (-9.1094, -0.2576, 1.1527)
N (-5.5776, 0.9567, 1.1257)
N (-5.0242, -0.0598, 1.5749)
C (-3.6212, 0.0483, 1.7411)
C (-2.9103, 1.2201, 1.6448)
C (-1.5164, 1.2520, 1.7825)
C (-0.7948, 0.0959, 1.9973)
O (0.5316, 0.0693, 2.0710)
C (-1.5292, -1.1204, 2.1576)
N (-0.7995, -2.2250, 2.4540)
C (-1.4061, -3.3732, 2.6364)
C (-2.8005, -3.5093, 2.5273)
C (-3.5564, -2.4080, 2.2340)
C (-2.9302, -1.1556, 2.0403)
H (-9.4797, 2.8356, -0.1963)
H (-7.0101, 2.8214, 0.1548)
H (-7.2496, -1.1162, 1.7815)
H (-9.7057, -1.1138, 1.4351)
H (-3.4522, 2.1367, 1.4551)
H (-0.9885, 2.1922, 1.7129)
H (-0.7800, -4.2234, 2.8853)
H (-3.2562, -4.4758, 2.6905)
H (-4.6325, -2.4714, 2.1541)
C (7.2469, -1.4287, 1.4865)
C (6.7540, -1.0847, 2.8933)
C (5.4713, -0.3230, 2.8607)
N (4.3257, -0.8148, 3.1562)
N (3.2835, 0.0650, 2.9816)
C (3.6653, 1.2355, 2.5453)
N (2.8363, 2.2768, 2.3555)
S (5.3803, 1.3431, 2.3259)
H (8.1686, -2.0060, 1.5382)
H (7.4486, -0.5281, 0.9040)
H (6.5009, -2.0202, 0.9549)
H (7.5094, -0.5091, 3.4313)
H (6.5625, -1.9922, 3.4652)
H (1.8512, 2.0800, 2.2315)
H (3.1742, 3.0783, 1.8453)
Br (3.8113, 4.8435, -0.1261)
C (2.1737, 5.7081, -0.5408)
C (2.1916, 7.0935, -0.6202)
C (1.0302, 7.7803, -0.9306)
C (-0.1469, 7.0838, -1.1605)
C (-0.1623, 5.7014, -1.0781)
C (0.9997, 5.0036, -0.7675)
I (0.8953, 2.9244, -0.6527)
H (3.1153, 7.6247, -0.4390)
H (1.0492, 8.8597, -0.9916)
H (-1.0575, 7.6139, -1.4040)
H (-1.0789, 5.1563, -1.2561)
S (2.4004, -2.8700, 1.1403)
Sb (1.5431, -2.1168, -0.8559)
C (2.0626, -3.5619, -2.2896)
C (1.4424, -4.8080, -2.2906)
C (1.8112, -5.7592, -3.2285)
C (2.8009, -5.4705, -4.1584)
C (3.4261, -4.2330, -4.1503)
C (3.0603, -3.2743, -3.2150)
C (2.5236, -0.3934, -1.5228)
C (3.6016, 0.0980, -0.7943)
C (4.3703, 1.1235, -1.3254)
C (4.0672, 1.6455, -2.5751)
C (2.9918, 1.1517, -3.3010)
C (2.2167, 0.1271, -2.7783)
C (-0.5275, -1.8293, -0.9824)
C (-1.3882, -2.9114, -0.8217)
C (-2.7504, -2.7334, -1.0067)
C (-3.2505, -1.4802, -1.3353)
C (-2.3924, -0.3997, -1.4772)
C (-1.0257, -0.5729, -1.3077)
H (0.6791, -5.0520, -1.5628)
H (1.3287, -6.7274, -3.2306)
H (3.0878, -6.2153, -4.8885)
H (4.2020, -4.0106, -4.8705)
H (3.5568, -2.3116, -3.2153)
H (3.8447, -0.3321, 0.1720)
H (5.2136, 1.5084, -0.7660)
H (4.6722, 2.4435, -2.9848)
H (2.7569, 1.5620, -4.2741)
H (1.3888, -0.2677, -3.3572)
H (-1.0105, -3.8883, -0.5465)
H (-3.4231, -3.5731, -0.8884)
H (-4.3157, -1.3425, -1.4701)
H (-2.7850, 0.5803, -1.7150)
H (-0.3603, 0.2749, -1.4228)

Properties
Multiplicity: 1
Kohn-Sham gap in Ha: 0.262
Charge: +1
LUMO energy in Eh: -0.0981
HOMO energy in eV: -9.80
Calculated total energy in Ha: -8759.865146

***

No. 2
C43H35BrF4N4O7PW as an isolated structure. Source: the OMol25 dataset; level of theory: wB97M-V/def2-TZVPD.

Element x y z (Å)
W (0.1564, 0.1922, -0.8552)
F (-4.1369, -4.8923, -4.2229)
C (-3.5666, -4.1251, -3.3190)
C (-3.8233, -4.3156, -1.9712)
F (-4.6490, -5.2655, -1.5778)
C (-3.2080, -3.4899, -1.0419)
F (-3.5123, -3.6923, 0.2349)
C (-2.3265, -2.4684, -1.3972)
P (-1.5431, -1.5489, -0.0002)
C (-0.8764, -2.9362, 0.9676)
C (-1.2299, -3.1499, 2.2968)
C (-0.6944, -4.2219, 2.9932)
C (0.1884, -5.0899, 2.3693)
C (0.5194, -4.8982, 1.0354)
C (-0.0115, -3.8300, 0.3320)
C (-2.9888, -0.8047, 0.8282)
C (-2.9427, -0.3762, 2.1531)
C (-4.0261, 0.2812, 2.7154)
C (-5.1648, 0.5331, 1.9681)
C (-5.2231, 0.1128, 0.6473)
C (-4.1474, -0.5542, 0.0849)
C (-2.1009, -2.2909, -2.7667)
Br (-0.9715, -0.9575, -3.4930)
C (-2.7086, -3.1045, -3.7085)
F (-2.4849, -2.9273, -5.0033)
H (-1.9354, -2.5051, 2.7970)
H (-0.9770, -4.3809, 4.0250)
H (0.6066, -5.9240, 2.9159)
H (1.1873, -5.5849, 0.5334)
H (0.2418, -3.7063, -0.7125)
H (-2.0705, -0.5476, 2.7635)
H (-3.9679, 0.5968, 3.7485)
H (-6.0053, 1.0473, 2.4133)
H (-6.1103, 0.2909, 0.0554)
H (-4.2331, -0.8883, -0.9425)
N (1.7225, 0.8363, -3.0184)
C (2.5901, 2.0282, -2.8057)
C (1.8566, 3.2829, -2.2518)
C (-0.6390, 2.8967, -2.8359)
C (-1.9627, 2.3911, -2.2876)
N (-1.8042, 1.2165, -1.3587)
H (2.3114, 0.0096, -3.0706)
H (1.2818, 0.9024, -3.9308)
H (3.1178, 2.2824, -3.7285)
H (3.3361, 1.7273, -2.0729)
H (2.8546, 4.7457, -3.4552)
H (2.4128, 3.5961, -1.3666)
H (-0.3089, 2.2658, -3.6631)
H (-0.7996, 3.8934, -3.2489)
H (-2.6276, 2.0975, -3.0985)
H (-2.4590, 3.1779, -1.7202)
H (-2.5016, 0.5265, -1.6196)
H (-2.0743, 1.5269, -0.4261)
O (2.5724, -2.8548, -2.0600)
C (2.2370, -2.0440, -1.2341)
O (0.9891, -1.5761, -1.1968)
C (3.1415, -1.5209, -0.1703)
C (4.1241, -2.3341, 0.3666)
C (4.9200, -1.8322, 1.3820)
C (4.7999, -0.5310, 1.8421)
C (3.8511, 0.2850, 1.2609)
C (2.9732, -0.1910, 0.2671)
O (2.0235, 0.5599, -0.2268)
N (3.7588, 1.6703, 1.7364)
O (3.4427, 2.5251, 0.9309)
O (4.0629, 1.8732, 2.8926)
N (5.9294, -2.7081, 1.9967)
O (5.9845, -3.8533, 1.5975)
O (6.6381, -2.2232, 2.8531)
H (4.2602, -3.3439, 0.0077)
H (5.4334, -0.1594, 2.6336)
C (1.1112, 5.6776, -2.7141)
C (1.8250, 4.4590, -3.2172)
C (0.4445, 2.9465, -1.7626)
C (0.0729, 3.6567, -0.4997)
C (0.0900, 5.0020, -0.4759)
C (0.4184, 5.8923, -1.5855)
C (-0.1073, 2.8566, 0.7097)
C (-0.0668, 1.5037, 0.8434)
C (-0.0041, 0.9636, 2.2269)
C (0.5196, -0.3049, 2.4816)
C (0.5766, -0.8239, 3.7710)
C (0.0978, -0.0877, 4.8395)
C (-0.4354, 1.1750, 4.6067)
C (-0.4847, 1.6915, 3.3263)
H (1.2007, 6.5330, -3.3755)
H (1.3889, 4.1658, -4.1818)
H (0.6197, 1.9045, -1.4548)
H (-0.1596, 5.4978, 0.4557)
H (0.0564, 6.9051, -1.4468)
H (-0.1418, 3.4654, 1.6086)
H (0.8889, -0.9278, 1.6750)
H (0.9947, -1.8104, 3.9264)
H (0.1386, -0.4864, 5.8437)
H (-0.8196, 1.7599, 5.4322)
H (-0.9369, 2.6624, 3.1809)

Properties
Multiplicity: 3
Kohn-Sham gap (spin up / spin down) in Ha: 0.249 / 0.246
Expectation value of S²: 2.02
Charge: +1
LUMO energy (spin up / spin down) in Eh: -0.1252 / -0.1332
HOMO energy (spin up / spin down) in eV: -10.17 / -10.31
Calculated total energy in Ha: -5786.787847

***

No. 3
C43H35F17N7O13PSTa as an isolated structure in a non-equilibrium geometry. Source: the OMol25 dataset; level of theory: wB97M-V/def2-TZVPD.

Element x y z (Å)
C (-8.9739, 0.0497, -0.2624)
C (-7.7248, 0.7295, 0.1873)
O (-7.4875, 1.8853, 0.0111)
O (-6.7892, -0.0960, 0.7751)
C (-7.2419, -0.6780, 1.9611)
O (-7.9482, -0.0404, 2.6939)
C (-6.8062, -2.0612, 2.1508)
Ta (-4.6422, -2.1346, 2.9142)
N (-3.9309, -3.1796, 1.1566)
C (-3.7202, -4.3602, 1.2684)
S (-3.0068, -5.7617, 1.4832)
P (-5.0906, -4.4380, 4.1627)
N (-5.9116, -4.2191, 5.5315)
C (-2.4739, -1.9028, 3.8210)
F (-1.7912, -3.0674, 3.5546)
F (-2.5699, -1.7226, 5.1766)
C (-1.6652, -0.7279, 3.2396)
F (-2.1910, 0.4220, 3.6950)
F (-1.7822, -0.8043, 1.8775)
C (-0.1404, -0.7644, 3.5121)
F (0.0225, -1.0628, 4.8324)
F (0.4617, -1.7387, 2.8126)
C (0.6580, 0.5685, 3.3489)
F (1.9416, 0.2698, 3.6718)
F (0.2307, 1.4787, 4.2448)
C (0.6054, 1.2211, 1.9488)
F (0.7649, 0.2787, 0.9914)
F (-0.6373, 1.7362, 1.7893)
C (1.5802, 2.4101, 1.7064)
F (2.7939, 2.1960, 2.2527)
F (1.0595, 3.5027, 2.2982)
C (1.8408, 2.7406, 0.2065)
F (2.4911, 1.7266, -0.3931)
F (2.6783, 3.8094, 0.2295)
C (0.6286, 3.1700, -0.6595)
F (1.1292, 3.6203, -1.8203)
F (-0.0553, 4.1473, -0.0958)
F (-0.1564, 2.1404, -0.9397)
H (-9.6278, -0.1619, 0.5800)
H (-9.5006, 0.6922, -0.9544)
H (-8.7001, -0.9087, -0.6994)
H (-6.8317, -2.5833, 1.1966)
H (-7.4829, -2.4743, 2.8950)
H (-5.2800, -1.3231, 4.4011)
H (-4.4563, -0.4517, 2.2042)
H (-5.8489, -5.2581, 3.2691)
H (-3.8988, -5.1549, 4.4117)
H (-5.3906, -4.6232, 6.3009)
C (5.4599, 0.7783, -0.1489)
C (6.3420, -0.2230, 0.2367)
C (7.6535, 0.0903, 0.5513)
C (8.0561, 1.4109, 0.4758)
C (7.1959, 2.4221, 0.0894)
C (5.8872, 2.0972, -0.2257)
N (9.4407, 1.7513, 0.8270)
O (10.1880, 0.8499, 1.1432)
O (9.7683, 2.9236, 0.7824)
H (4.4384, 0.5284, -0.3891)
H (6.0062, -1.2487, 0.2953)
H (8.3466, -0.6805, 0.8520)
H (7.5370, 3.4446, 0.0352)
H (5.1987, 2.8739, -0.5281)
C (-11.1514, 6.8778, -0.9906)
C (-10.1023, 5.9773, -0.8632)
C (-10.3493, 4.6140, -0.8802)
C (-11.6544, 4.1819, -1.0293)
C (-12.7147, 5.0596, -1.1505)
C (-12.4556, 6.4198, -1.1303)
N (-11.9123, 2.7343, -1.0660)
O (-10.9464, 2.0102, -0.9401)
O (-13.0542, 2.3557, -1.2174)
H (-10.9526, 7.9413, -0.9808)
H (-9.0885, 6.3348, -0.7511)
H (-9.5394, 3.9039, -0.7779)
H (-13.7237, 4.6917, -1.2601)
H (-13.2713, 7.1231, -1.2256)
C (12.6317, 3.6673, 1.7208)
C (13.9112, 3.1249, 1.7491)
C (14.9619, 3.8378, 2.3030)
C (14.7102, 5.0921, 2.8272)
C (13.4477, 5.6549, 2.8060)
C (12.4058, 4.9327, 2.2469)
N (15.8175, 5.8463, 3.4352)
O (16.9208, 5.3391, 3.4234)
O (15.5655, 6.9327, 3.9152)
H (11.8049, 3.1113, 1.2924)
H (14.0890, 2.1401, 1.3396)
H (15.9579, 3.4225, 2.3279)
H (13.2781, 6.6377, 3.2187)
H (11.4109, 5.3561, 2.2231)
C (0.3019, -1.1918, -3.3183)
C (0.6446, -1.0408, -1.9810)
C (0.5694, -2.1210, -1.1158)
C (0.1534, -3.3401, -1.6126)
C (-0.2003, -3.5105, -2.9366)
C (-0.1244, -2.4248, -3.7937)
N (0.0948, -4.4960, -0.7019)
O (0.3937, -4.3105, 0.4570)
O (-0.2437, -5.5641, -1.1712)
H (0.3659, -0.3471, -3.9915)
H (0.9715, -0.0803, -1.6100)
H (0.8302, -2.0149, -0.0736)
H (-0.5286, -4.4742, -3.2962)
H (-0.3961, -2.5403, -4.8347)
C (-0.1513, -8.3342, -6.1873)
C (-1.2671, -7.5089, -6.2240)
C (-1.1328, -6.1750, -6.5723)
C (0.1251, -5.6926, -6.8814)
C (1.2493, -6.4953, -6.8452)
C (1.1045, -7.8271, -6.4941)
N (0.2699, -4.2790, -7.2652)
O (-0.7320, -3.5924, -7.2629)
O (1.3790, -3.8812, -7.5520)
H (-0.2608, -9.3760, -5.9177)
H (-2.2435, -7.9038, -5.9817)
H (-1.9938, -5.5246, -6.6014)
H (2.2209, -6.0913, -7.0855)
H (1.9727, -8.4703, -6.4607)

Properties
Multiplicity: 1
Kohn-Sham gap in Ha: 0.176
Charge: -1
LUMO energy in Eh: 0.0094
HOMO energy in eV: -4.53
Calculated total energy in Ha: -5514.762005

***

No. 4
C43H35MnN10O2S2 as an isolated structure in a non-equilibrium geometry. Source: the OMol25 dataset; level of theory: wB97M-V/def2-TZVPD.

Element x y z (Å)
Mn (-0.6253, 0.3245, -1.2231)
C (-0.1174, -3.6335, -2.8569)
C (-0.2937, -2.1372, -2.8016)
N (-0.6822, -1.5797, -1.6503)
N (-1.0499, -2.4445, -0.6886)
C (-1.2734, -1.9968, 0.4981)
S (-1.1110, -0.3393, 0.9895)
S (-1.7378, -3.1232, 1.7625)
C (-3.5241, -2.6165, 1.8109)
C (-4.2049, -3.4542, 0.7915)
C (-4.6458, -4.7258, 1.1425)
C (-5.0941, -5.6042, 0.1778)
C (-5.1105, -5.2188, -1.1522)
C (-4.7121, -3.9408, -1.5037)
C (-4.2626, -3.0578, -0.5399)
C (-0.0320, -1.3623, -3.9755)
C (-0.0161, -1.9615, -5.2510)
C (0.2297, -1.2360, -6.3955)
C (0.4810, 0.1296, -6.3132)
C (0.4724, 0.7599, -5.0855)
C (0.2257, 0.0484, -3.9028)
O (0.2772, 0.6628, -2.7534)
H (0.0169, -4.0267, -1.8509)
H (0.7537, -3.8883, -3.4586)
H (-0.9909, -4.1169, -3.2946)
H (-3.5274, -1.5486, 1.5957)
H (-3.8664, -2.8147, 2.8242)
H (-4.6061, -5.0252, 2.1801)
H (-5.4173, -6.5944, 0.4632)
H (-5.4296, -5.9171, -1.9117)
H (-4.7388, -3.6303, -2.5367)
H (-3.9347, -2.0669, -0.8205)
H (-0.2611, -3.0093, -5.3437)
H (0.2112, -1.7259, -7.3618)
H (0.6650, 0.7035, -7.2113)
H (0.6305, 1.8278, -5.0053)
C (1.0941, 5.3590, 0.8732)
N (0.2726, 4.2620, 0.4246)
C (0.6357, 3.1484, -0.2213)
N (-0.4086, 2.3517, -0.3676)
C (-1.4108, 3.0369, 0.2439)
N (-1.0253, 4.1883, 0.7247)
C (1.4204, 5.2010, 2.3394)
C (0.8968, 6.0692, 3.2933)
C (1.2140, 5.8863, 4.6369)
C (2.0273, 4.8552, 5.0386)
C (2.5406, 3.9582, 4.0852)
C (2.2280, 4.1560, 2.7324)
C (3.3332, 2.8415, 4.4668)
N (3.7538, 2.5097, 5.6672)
N (4.4042, 1.3564, 5.5679)
C (4.3824, 0.9863, 4.3086)
O (3.7215, 1.9093, 3.5360)
C (4.9088, -0.2001, 3.7236)
C (5.4356, -1.2395, 4.5070)
C (5.8711, -2.3951, 3.9038)
C (5.8199, -2.5466, 2.5210)
C (5.3343, -1.5081, 1.7343)
C (5.2181, -1.6300, 0.2327)
N (3.8200, -1.5886, -0.1060)
C (3.0387, -0.5552, -0.4556)
N (1.7752, -0.9198, -0.4539)
C (1.8315, -2.2150, -0.0668)
N (3.0453, -2.6466, 0.1500)
C (4.8712, -0.3550, 2.3324)
H (0.5511, 6.2905, 0.7003)
H (2.0079, 5.3525, 0.2726)
H (1.6330, 2.9522, -0.5572)
H (-2.4169, 2.6767, 0.3267)
H (0.2505, 6.8781, 2.9908)
H (0.8042, 6.5630, 5.3713)
H (2.2732, 4.6944, 6.0754)
H (2.6357, 3.4712, 2.0030)
H (5.4677, -1.1110, 5.5765)
H (6.2492, -3.2064, 4.5077)
H (6.1441, -3.4670, 2.0606)
H (5.6308, -2.5789, -0.1190)
H (5.7252, -0.8016, -0.2702)
H (3.4138, 0.4131, -0.7192)
H (0.9820, -2.8490, 0.0685)
H (4.4604, 0.4466, 1.7358)
C (-2.2872, 0.6550, -1.6467)
C (-3.5763, 1.0709, -1.8571)
C (-4.4902, 1.2356, -0.7724)
C (-5.7633, 1.6945, -0.9873)
C (-6.2031, 2.0045, -2.2709)
C (-5.3375, 1.8291, -3.3474)
C (-4.0587, 1.3751, -3.1626)
H (-4.1456, 0.9873, 0.2221)
H (-6.4373, 1.8149, -0.1494)
H (-7.2030, 2.3760, -2.4316)
H (-5.6787, 2.0543, -4.3487)
H (-3.3786, 1.2421, -3.9915)

Properties
Multiplicity: 4
Kohn-Sham gap (spin up / spin down) in Ha: 0.098 / 0.192
Expectation value of S²: 4.19
Charge: -1
LUMO energy (spin up / spin down) in Eh: 0.0425 / 0.0425
HOMO energy (spin up / spin down) in eV: -1.52 / -4.07
Calculated total energy in Ha: -4304.945276